24
Properties=species:S:1:pos:R:3:forces:R:3 method="wB97M-V/def2-TZVPD" s_squared=0.768 de_lowest_kcal_mol=10.9 e_tot_ha=-426.2589 lumo_energy_ha="-0.1432 / -0.2741" charge=+1 spin_multiplicity=2
O -1.38986 -0.63024 2.16447 -0.1 -0.1 -0.5
C -0.94810 0.09253 1.16030 1.2 -0.7 0.1
C 0.32006 -2.63587 -0.45962 -0.7 -0.3 -0.3
C 0.39236 0.59312 1.32852 -1.3 0.3 0.6
C 0.90857 1.38744 0.36787 0.7 -1.1 -0.6
C 0.77733 2.53635 -1.86165 0.5 0.3 0.8
C 1.80869 -2.85854 -0.30076 -0.1 0.5 0.5
C 0.22782 1.56883 -0.87709 -0.3 1.0 0.3
C -1.03350 0.96433 -1.07644 0.1 -0.8 0.1
C -1.59928 0.20751 -0.08990 -1.0 1.4 0.4
H 0.00534 -1.59384 -0.43916 0.4 0.1 -0.2
H 2.03455 -3.89722 -0.27963 0.1 -1.0 -0.2
H 2.20192 -2.50987 0.65597 0.0 0.4 -0.1
H 2.36091 -2.42227 -1.12651 0.1 0.2 0.0
H -0.30782 -3.13234 0.27915 0.3 -0.2 0.4
H 0.01600 3.01998 -2.46585 0.1 -0.6 -0.6
H 1.95187 1.66963 0.43673 -0.1 0.5 0.1
H -1.56365 1.01537 -2.01740 0.1 0.5 -0.1
H 0.83929 0.34188 2.28148 0.4 0.1 -0.2
H -0.03531 -3.05740 -1.40354 0.1 0.2 -0.1
H 1.62103 2.03818 -2.35498 -0.4 0.1 -0.7
H 1.27195 3.36658 -1.34614 0.0 -0.2 0.2
H -2.67163 0.03641 -0.12620 0.2 -0.7 -0.2
H -2.07216 -1.26438 1.87985 -0.2 0.3 0.2